C19H24O2 in the gas phase in a non-equilibrium geometry. Source: the OMol25 dataset; level of theory: ωB97M-V with the def2-TZVPD basis set.

- SMILES: CCCCCCCCCC1=CC(=O)c2ccccc2C1=O
- Highest occupied orbital energy: -9.850 eV
- Orbital gap: 0.3280 Ha
- LUMO level: -0.9260 eV

ORCA input file:
```
! RIJCOSX wB97M-V def2-TZVPD def2/J DEFGRID3
* xyz 0 1
C 5.5258 -2.3191 0.8453
C 4.0364 -2.1828 0.4845
C 3.5834 -0.6963 0.3423
C 3.2089 -0.3694 -1.1031
C 3.1172 1.1394 -1.4227
C 2.4379 1.9773 -0.3190
C 0.8938 1.8562 -0.3337
C 0.3198 1.0511 0.8705
C -0.9286 1.7268 1.4871
C -2.2565 1.1652 1.0330
C -3.2700 2.0025 0.8007
C -4.6319 1.5369 0.3931
O -5.6042 2.2475 0.5845
C -4.7235 0.1668 -0.2186
C -5.8117 -0.1342 -0.9900
C -5.8909 -1.4017 -1.5276
C -4.8938 -2.3087 -1.2697
C -3.7992 -1.9867 -0.5109
C -3.6960 -0.7293 0.0262
C -2.5225 -0.2997 0.8668
O -1.8326 -1.1437 1.4214
H 5.6331 -2.1459 1.9227
H 6.1709 -1.6145 0.3139
H 5.8764 -3.3417 0.6741
H 3.8537 -2.7231 -0.4508
H 3.4459 -2.6460 1.2798
H 2.7317 -0.5485 1.0123
H 4.4236 -0.0911 0.7039
H 4.0032 -0.7803 -1.7417
H 2.2865 -0.8850 -1.3964
H 2.5487 1.2960 -2.3467
H 4.1263 1.5232 -1.6133
H 2.6807 3.0196 -0.5662
H 2.8747 1.8033 0.6671
H 0.5019 2.8783 -0.3126
H 0.5378 1.4022 -1.2654
H 1.1057 1.0928 1.6339
H 0.1822 -0.0045 0.6335
H -0.8620 1.6745 2.5808
H -0.9067 2.7913 1.2426
H -3.1164 3.0725 0.9136
H -6.5703 0.6180 -1.1695
H -6.7584 -1.6562 -2.1259
H -5.0055 -3.3025 -1.6908
H -3.0252 -2.7307 -0.3583
*
```

These are the natural (NBO) partial charges, in e, on atoms 1 to 4: -0.61 -0.39 -0.41 -0.40

***

A molecular structure, C19H25ClIrN3O7STe. Source: the OMol25 dataset; level of theory: ωB97M-V with the def2-TZVPD basis set.

- Energy above the lowest of the compared OMol25 structures with the same formula, charge and spin: 34.5 kcal per mole
- Highest occupied orbital energy (alpha / beta): -9.959 / -10.690 eV
- Orbital gap (alpha / beta): 0.2672 / 0.2935 Ha
- Expectation value of S²: 0.75
- LUMO level (alpha / beta): -2.6879 / -2.7024 eV

ORCA input file:
```
! RIJCOSX wB97M-V def2-TZVPD def2/J DEFGRID3
* xyz 1 2
Ir -0.1896 0.4462 -0.0511
C 3.5339 3.5683 1.0030
N 2.0845 3.3873 1.0435
C 1.2638 4.5358 0.6631
C 1.5322 2.2098 1.2637
O 0.2836 2.0479 1.2686
C 2.4438 1.0225 1.5544
O 1.7136 -0.1680 1.7287
C 1.0248 -0.2981 2.9509
C -0.4757 -0.5163 2.7540
O -1.0345 -0.4051 1.6445
N -1.1875 -0.8728 3.8202
C -0.6468 -1.0528 5.1609
C -2.6085 -1.1816 3.6952
H 3.7444 4.6326 1.0565
H 3.9515 3.1778 0.0739
H 4.0184 3.0888 1.8510
H 1.4174 5.3447 1.3763
H 0.2199 4.2441 0.6574
H 1.5566 4.8721 -0.3313
H 3.0581 1.2360 2.4363
H 3.1133 0.8568 0.7094
H 1.1677 0.5771 3.5914
H 1.4307 -1.1709 3.4667
H 0.3866 -0.7349 5.2336
H -0.7129 -2.1021 5.4526
H -1.2333 -0.4599 5.8624
H -2.9708 -0.8729 2.7224
H -3.1561 -0.6577 4.4777
H -2.7656 -2.2549 3.8104
Te 2.2694 -2.7368 -1.0544
C 1.5933 -3.8306 -2.6875
C 0.2267 -4.0654 -2.8333
C -0.2322 -4.7688 -3.9355
C 0.6681 -5.2374 -4.8827
C 2.0292 -5.0054 -4.7369
C 2.4969 -4.3010 -3.6392
H -0.4698 -3.6836 -2.0986
H -1.2919 -4.9484 -4.0572
H 0.3063 -5.7856 -5.7426
H 2.7257 -5.3702 -5.4797
H 3.5558 -4.1116 -3.5238
Cl -3.3803 3.3660 -3.9748
C -3.3759 2.5962 -2.4324
C -4.5256 2.5370 -1.6652
C -4.4552 1.9069 -0.4337
C -3.2502 1.3672 -0.0237
N -2.1479 1.4286 -0.7719
C -2.2029 2.0304 -1.9588
H -5.4466 2.9725 -2.0270
H -5.3266 1.8334 0.2014
H -3.1483 0.8656 0.9295
H -1.2920 2.0587 -2.5421
O 2.0720 -0.9196 -1.9451
S 0.7049 -0.3296 -2.3981
O 0.5809 -0.4314 -3.8035
O -0.3645 -1.0076 -1.5923
O 0.7175 1.0704 -1.8372
*
```

These are the natural (NBO) partial charges, in e, on atoms 1 to 4: 1.08 -0.42 -0.37 -0.42

***

A molecular structure, C19H25ClN2Tc in a non-equilibrium geometry. Source: the OMol25 dataset; level of theory: ωB97M-V with the def2-TZVPD basis set.

- Energy above the lowest of the compared OMol25 structures with the same formula, charge and spin: 53.3 kcal per mole
- Highest occupied orbital energy (alpha / beta): -11.322 / -12.739 eV
- Orbital gap (alpha / beta): 0.1158 / 0.1248 Ha
- Expectation value of S²: 3.80
- LUMO level (alpha / beta): -8.1704 / -9.3417 eV

ORCA input file:
```
! RIJCOSX wB97M-V def2-TZVPD def2/J DEFGRID3
* xyz 2 4
C -0.1325 0.1634 -5.3505
C 1.2248 0.6816 -5.0065
C -0.4130 -1.2684 -5.0990
C -1.2534 1.1334 -5.1561
Cl 0.2865 1.0977 -0.5590
H -0.5241 -1.9480 -5.9597
H -1.3506 -1.3626 -4.5407
H 0.3743 -1.7108 -4.4804
H 1.8976 1.0020 -5.8131
H 1.7935 -0.0623 -4.4348
H 1.1319 1.5710 -4.3625
H -1.6820 1.6375 -6.0272
H -0.9313 1.9546 -4.4950
H -2.1018 0.6366 -4.6690
C 0.8932 -1.9080 1.5612
C 0.4221 -2.8617 0.5620
C 1.1510 -2.5865 -0.6642
H -0.1998 -3.7392 0.7493
C 2.0869 -1.5360 -0.3992
C 1.9395 -1.0916 0.9383
H 2.5616 -0.3406 1.4552
H 0.6209 -1.8936 2.5969
H 1.0163 -3.1094 -1.6041
H 2.7554 -1.0990 -1.1552
C -2.1871 0.5466 1.0621
C -1.6976 -0.6243 1.7705
C -2.0493 -1.7926 0.9710
H -1.3292 -0.6638 2.7752
C -2.6146 -1.3027 -0.2779
C -2.7350 0.1194 -0.1598
H -3.1486 0.7570 -0.9313
H -2.1588 1.5723 1.4550
H -2.1352 -2.8182 1.3065
H -2.9595 -1.9138 -1.1041
Tc -0.3363 -0.9123 0.1469
N 2.4324 0.1657 3.8486
C 1.4556 1.1026 4.0323
C 1.8064 2.3978 4.4959
C 0.7946 3.2847 4.7680
C -0.5188 2.9136 4.4765
C -0.7467 1.6566 3.8997
N 0.1899 0.7322 3.7331
H 2.1879 -0.7749 3.5724
H 3.3985 0.3982 4.0263
H 2.8733 2.6008 4.6265
H 1.0203 4.2551 5.2034
H -1.3615 3.5585 4.6377
H -1.7478 1.3814 3.5789
*
```

These are the natural (NBO) partial charges, in e, on atoms 1 to 4: 0.65 -0.76 -0.77 -0.76

***

A molecular structure, C19H25ClN4O2S in a non-equilibrium geometry. Source: the OMol25 dataset; level of theory: ωB97M-V with the def2-TZVPD basis set.

- Energy above the lowest of the compared OMol25 structures with the same formula, charge and spin: 425.5 kcal per mole
- Highest occupied orbital energy: -8.178 eV
- Orbital gap: 0.3059 Ha
- LUMO level: 0.1453 eV

ORCA input file:
```
! RIJCOSX wB97M-V def2-TZVPD def2/J DEFGRID3
* xyz 0 1
C -1.7097 -1.8499 -0.7375
H -1.0103 -2.7487 -0.6374
H -2.1910 -1.9166 -1.7473
H -2.3839 -1.7257 -0.0136
C -0.8285 -0.8165 -1.1689
N -0.1343 -0.4499 0.2166
C 0.9081 -1.2104 0.7696
N 1.4376 -0.5768 1.6011
N 0.6463 0.4837 1.9450
C -0.1770 0.5637 1.1142
C -1.3202 1.8733 1.1932
N -2.5646 1.3119 1.7462
C -3.4577 0.3586 1.1011
C -3.8550 0.9377 -0.0528
C -4.9407 0.1531 -0.7962
C -5.7037 -0.8394 0.1416
C -5.2263 -1.2514 1.3735
C -4.2391 -0.4882 1.9937
H -3.8131 -0.5644 2.8638
H -5.8320 -1.7930 1.9944
H -6.4970 -1.3314 -0.5465
Cl -5.4925 0.6527 -2.1414
H -3.3926 1.7440 -0.5948
H -2.3250 0.9217 2.9526
H -1.5096 2.1960 -0.0691
H -0.7640 2.5296 1.7400
S 1.6545 -2.6211 -0.2783
C 3.3419 -2.3159 0.4395
C 4.1088 -1.5415 -0.1752
O 5.0324 -1.8753 -1.0412
O 3.9311 -0.1502 0.0232
C 4.5942 0.7779 -0.7102
C 4.7711 2.0008 0.4244
C 3.3431 2.4076 0.7125
C 2.6137 2.9086 -0.5334
C 2.5453 1.9994 -1.4581
C 3.8998 1.2292 -2.0195
H 3.7652 0.3768 -2.2386
H 4.4521 2.0168 -2.3522
H 1.7892 1.1479 -0.9228
H 2.0704 2.0304 -2.2478
H 1.5215 3.4436 -0.0471
H 3.1179 3.7280 -0.9947
H 2.7262 1.6335 1.2740
H 3.3745 3.4447 1.3396
H 5.5277 2.6652 -0.0583
H 5.3062 1.4985 1.3585
H 5.7516 0.2779 -0.8192
H 3.2123 -2.0903 1.4084
H 3.5456 -3.4280 0.4119
H -1.4235 0.2927 -1.3002
H -0.1317 -0.7871 -1.8899
*
```

These are the natural (NBO) partial charges, in e, on atoms 1 to 4: -0.61 0.21 0.22 0.23

***

A molecular structure, C19H25FeN2O4S4. Source: the OMol25 dataset; level of theory: ωB97M-V with the def2-TZVPD basis set.

- Energy above the lowest of the compared OMol25 structures with the same formula, charge and spin: 0.0 kcal per mole
- Highest occupied orbital energy (alpha / beta): -1.502 / -1.503 eV
- Orbital gap (alpha / beta): 0.2315 / 0.2312 Ha
- Expectation value of S²: 8.76
- LUMO level (alpha / beta): 4.7970 / 4.7882 eV

ORCA input file:
```
! RIJCOSX wB97M-V def2-TZVPD def2/J DEFGRID3
* xyz -2 6
Fe -0.6312 -0.7714 -1.4136
C -1.0771 2.2835 -0.2196
N 0.1817 1.5778 -0.4460
C 0.7922 1.2367 0.8460
C 2.0399 0.3895 0.6809
N 1.7151 -0.9905 0.4140
C 2.8653 -1.6606 -0.2037
C 1.1522 -1.7656 1.4601
C 1.2666 -1.4154 2.7991
C 0.7198 -2.2081 3.8046
C 0.0321 -3.3611 3.4558
C -0.1268 -3.6924 2.1171
C 0.4009 -2.9072 1.0836
S 0.0410 -3.2407 -0.5852
C 1.0945 2.3004 -1.2953
C 1.4600 3.6039 -0.9800
C 2.4006 4.2980 -1.7266
C 2.9973 3.6549 -2.8059
C 2.6364 2.3614 -3.1319
C 1.6690 1.6433 -2.4019
S 1.2511 0.0362 -2.9149
H -0.9423 3.2068 0.3643
H -1.7503 1.6141 0.3115
H -1.5250 2.5303 -1.1811
H 0.0291 0.6829 1.3951
H 1.0559 2.1420 1.4193
H 2.7065 0.5288 1.5493
H 2.5962 0.7268 -0.1940
H 3.7510 -1.5628 0.4473
H 3.0692 -1.2002 -1.1690
H 2.6406 -2.7103 -0.3613
H 1.7987 -0.5155 3.0856
H 0.8207 -1.9062 4.8410
H -0.4108 -3.9861 4.2242
H -0.7182 -4.5552 1.8346
H 1.0148 4.0839 -0.1156
H 2.6725 5.3127 -1.4597
H 3.7450 4.1710 -3.3990
H 3.1023 1.8560 -3.9689
O -1.8950 -1.1378 -5.0405
S -2.3862 -1.2193 -3.6807
O -3.7612 -1.6693 -3.5625
O -1.4651 -2.0440 -2.8051
S -2.1993 0.6040 -2.7621
C -2.7223 -0.3814 2.2461
C -2.7414 -0.9619 0.8303
C -3.9810 -0.4900 0.0722
O -1.5583 -0.6261 0.1884
H -3.6133 -0.6920 2.8009
H -2.7082 0.7125 2.1961
H -1.8344 -0.7236 2.7781
H -2.8109 -2.0584 0.9249
H -4.0225 0.6035 0.0586
H -4.8854 -0.8732 0.5559
H -3.9518 -0.8344 -0.9607
*
```

These are the natural (NBO) partial charges, in e, on atoms 1 to 4: 1.53 -0.42 -0.51 -0.23

***

A gas-phase ion, C19H25N2O5S (charge +1). Source: the OMol25 dataset; level of theory: ωB97M-V with the def2-TZVPD basis set.

- Highest occupied orbital energy: -11.420 eV
- Orbital gap: 0.3295 Ha
- LUMO level: -2.4540 eV

ORCA input file:
```
! RIJCOSX wB97M-V def2-TZVPD def2/J DEFGRID3
* xyz 1 1
C -3.3169 -1.1965 -3.3142
C -2.8286 0.1960 -2.9473
H -1.9563 0.4838 -3.5370
H -3.6316 0.9238 -3.0894
O -2.3860 0.2698 -1.5772
C -3.3313 0.4724 -0.6493
O -4.5007 0.5554 -0.8774
C -2.7255 0.5643 0.7676
C -1.2666 0.8696 0.6588
C -0.6786 2.0790 0.6687
S 1.0329 1.9777 0.4325
C 0.9195 0.2679 0.3297
N -0.3565 -0.1618 0.4822
N 1.9456 -0.5548 0.1753
C 3.3025 -0.2303 -0.0031
C 4.2557 -1.0335 0.6171
C 5.6022 -0.7720 0.4662
C 6.0122 0.2957 -0.3179
C 5.0763 1.0830 -0.9597
C 3.7173 0.8249 -0.8236
O 2.7744 1.5473 -1.4872
H 3.2002 2.2252 -2.0286
H 5.3934 1.9024 -1.5890
H 7.0619 0.5085 -0.4394
H 6.3301 -1.3964 0.9576
H 3.9244 -1.8587 1.2287
H -0.8277 -1.5950 -1.5949
H 1.7441 -1.5395 0.3395
H -1.1420 3.0364 0.7801
C -2.8672 -0.8162 1.4276
H -3.9240 -1.0611 1.5328
H -2.4127 -0.7886 2.4185
C -2.1830 -1.8753 0.5769
C -0.6860 -1.6003 0.3468
O -0.2746 -2.0096 -0.9193
O 0.1374 -2.2145 1.2970
C 0.1792 -3.6416 1.3081
H -0.7026 -4.0639 1.7929
H 0.2757 -4.0359 0.2962
H 1.0592 -3.8942 1.8950
H -2.6773 -1.9579 -0.3921
H -2.2689 -2.8477 1.0612
C -3.5154 1.6465 1.5270
C -3.1118 1.8127 2.9862
H -2.0422 1.9805 3.0866
H -3.3865 0.9423 3.5743
H -3.6308 2.6704 3.4042
H -4.5707 1.3772 1.4676
H -3.3989 2.5956 1.0016
H -2.5327 -1.9414 -3.1877
H -4.1753 -1.4680 -2.7041
H -3.6253 -1.1984 -4.3552
*
```

These are the natural (NBO) partial charges, in e, on atoms 1 to 4: -0.64 -0.08 0.20 0.21